Entry 1:
Here is a 2-piece molecular cluster, C7H10ClN4 overall at a distorted geometry from OMol25. Energies are from ωB97M-V/def2-TZVPD.

Properties
- Total charge: +1
- Orbital gap: 0.3513 hartree
- Relative energy (zero: lowest compared OMol25 entry of this formula, charge and spin): 1.282 eV
- Calculated total energy: -951.6086 Eh
- E_HOMO: -13.32 eV

Positions of all 22 atoms, in Å:
C (-1.556, -2.537, -0.417)
C (-0.616, -3.352, 0.253)
C (-1.217, -1.220, -0.840)
C (0.537, -2.637, 0.608)
C (-2.004, -0.370, -1.727)
C (0.915, 1.444, 0.298)
C (3.204, 1.603, 0.780)
N (0.764, -1.346, 0.385)
N (-0.112, -0.687, -0.319)
N (0.150, 2.261, -0.089)
N (1.897, 0.863, 0.885)
Cl (1.698, -3.253, 1.750)
H (-2.267, -3.079, -1.058)
H (-0.536, -4.493, 0.194)
H (-1.383, -0.383, -2.679)
H (-2.110, 0.666, -1.292)
H (3.817, 0.943, 1.415)
H (3.053, 2.615, 1.200)
H (3.507, 1.646, -0.253)
H (-2.987, -0.589, -1.980)
H (-0.510, 2.653, -0.757)
H (1.881, -0.141, 1.065)

Löwdin atomic charge list, values in e, 8 entries: atom 1 (C): 0.04, atom 2 (C): -0.02, atom 3 (C): -0.30, atom 4 (C): -0.68, atom 5 (C): -0.02, atom 6 (C): -0.18, atom 7 (C): 0.02, atom 8 (N): -0.04

***

Entry 2:
Here is C7H10ClNO2 as an isolated structure at a distorted geometry from OMol25. Energies are from ωB97M-V/def2-TZVPD.

Properties
- Orbital gap: 0.4008 hartree
- Relative energy (zero: lowest compared OMol25 entry of this formula, charge and spin): 1.534 eV
- Calculated total energy: -938.0717 Eh
- E_HOMO: -10.02 eV

Positions of all 21 atoms, in Å:
C (1.226, 1.737, 0.597)
C (-0.150, 1.443, -0.820)
C (-0.018, 2.714, 0.924)
C (0.015, 0.034, 0.046)
C (0.127, -1.778, -1.398)
C (-0.568, -2.338, 1.007)
C (-0.614, -1.251, -0.205)
N (0.851, 0.362, 0.949)
O (1.211, 1.856, -0.824)
O (-0.825, 2.553, -0.208)
Cl (-0.820, 1.223, -2.440)
H (2.207, 2.116, 0.980)
H (-0.511, 2.438, 1.876)
H (0.293, 3.720, 1.039)
H (0.483, -1.062, -2.052)
H (-0.332, -2.525, -2.148)
H (1.046, -2.311, -1.094)
H (0.322, -2.735, 1.457)
H (-1.209, -3.230, 0.744)
H (-1.018, -1.885, 1.834)
H (-1.713, -1.080, -0.265)

Löwdin atomic charge list, values in e, 8 entries: atom 1 (C): -0.27, atom 2 (C): -0.78, atom 3 (C): -0.12, atom 4 (C): -0.21, atom 5 (C): -0.10, atom 6 (C): -0.04, atom 7 (C): -0.33, atom 8 (N): 0.19

***

Entry 3:
Here is C7H10ClNW as an isolated structure at a distorted geometry from OMol25. Energies are from ωB97M-V/def2-TZVPD.

Properties
- Orbital gap (spin up / spin down): 0.2641 / 0.3419 hartree
- Relative energy (zero: lowest compared OMol25 entry of this formula, charge and spin): 0.646 eV
- 2S+1: 3
- Calculated total energy: -854.6755 Eh
- ⟨S²⟩: 2.0103
- E_HOMO (spin up / spin down): -6.41 / -8.91 eV

Positions of all 20 atoms, in Å:
C (0.159, 0.976, -1.405)
C (-1.016, 0.164, -1.516)
C (-0.608, -1.186, -1.693)
C (0.818, -1.238, -1.663)
C (1.305, 0.103, -1.520)
W (0.440, -0.292, 0.524)
N (1.518, 0.894, 1.298)
C (-0.520, 0.728, 2.247)
C (-1.487, 0.107, 1.372)
H (-1.273, -2.041, -1.862)
H (-2.041, 0.533, -1.519)
H (1.430, -2.115, -1.861)
H (2.338, 0.429, -1.639)
H (0.195, 2.065, -1.381)
H (-2.166, 0.735, 0.796)
H (-0.522, 1.810, 2.359)
H (2.378, 1.405, 1.506)
H (-1.861, -0.894, 1.620)
H (-0.199, 0.180, 3.144)
Cl (1.112, -2.362, 1.193)

Löwdin atomic charge list, values in e, 8 entries: atom 1 (C): -0.22, atom 2 (C): -0.17, atom 3 (C): -0.15, atom 4 (C): -0.25, atom 5 (C): -0.26, atom 6 (W): 1.07, atom 7 (N): -0.25, atom 8 (C): -0.27

***

Entry 4:
Here is C7H10F18KO6P3 as an isolated structure at a distorted geometry from OMol25. Energies are from ωB97M-V/def2-TZVPD.

Properties
- Total charge: -2
- Orbital gap: 0.3508 hartree
- Calculated total energy: -4146.5621 Eh
- E_HOMO: -6.54 eV

Positions of all 45 atoms, in Å:
K (17.089, -10.264, -9.634)
P (18.586, -14.710, -7.897)
F (18.159, -16.257, -7.886)
F (18.670, -14.672, -6.256)
F (20.146, -15.119, -7.979)
F (18.946, -13.087, -7.698)
F (18.435, -14.524, -9.476)
F (17.037, -14.187, -7.942)
P (19.533, -7.313, -6.475)
F (20.750, -6.200, -6.718)
F (18.832, -6.988, -7.918)
F (20.380, -8.498, -7.119)
F (18.346, -8.361, -6.107)
F (20.090, -7.520, -4.982)
F (18.808, -6.128, -5.777)
P (12.925, -10.087, -8.004)
F (12.463, -10.936, -6.708)
F (14.423, -9.667, -7.267)
F (13.519, -11.471, -8.697)
F (13.433, -9.203, -9.292)
F (11.545, -10.522, -8.778)
F (12.139, -8.824, -7.337)
C (17.749, -7.244, -13.914)
C (17.172, -8.613, -13.978)
O (17.861, -9.258, -15.036)
C (18.798, -8.508, -15.549)
O (19.645, -8.849, -16.309)
O (18.683, -7.284, -14.892)
H (18.093, -7.040, -12.899)
H (16.941, -6.587, -14.235)
H (16.104, -8.572, -14.192)
H (17.434, -9.073, -13.025)
C (11.418, -12.141, -14.518)
C (12.258, -13.172, -13.825)
C (12.846, -14.233, -14.687)
O (14.220, -14.304, -14.221)
C (14.389, -13.255, -13.435)
O (15.503, -12.863, -12.926)
O (13.322, -12.597, -13.198)
H (11.962, -11.601, -15.292)
H (11.191, -11.353, -13.799)
H (10.426, -12.547, -14.717)
H (11.642, -13.703, -13.099)
H (12.718, -14.057, -15.755)
H (12.429, -15.229, -14.540)

Löwdin atomic charge list, values in e, 8 entries: atom 1 (K): 0.87, atom 2 (P): 0.16, atom 3 (F): -0.16, atom 4 (F): -0.20, atom 5 (F): -0.17, atom 6 (F): -0.24, atom 7 (F): -0.17, atom 8 (F): -0.20

***

Entry 5:
Here is a 2-piece molecular cluster, C7H10F3NO overall at a distorted geometry from OMol25. Energies are from ωB97M-V/def2-TZVPD.

Properties
- Orbital gap: 0.3486 hartree
- Relative energy (zero: lowest compared OMol25 entry of this formula, charge and spin): 3.048 eV
- SMILES: C/C(O)=C/C(F)(F)F.C=C=NC
- Calculated total energy: -702.2153 Eh
- E_HOMO: -8.77 eV

Positions of all 22 atoms, in Å:
C (0.545, -2.154, -0.960)
C (-0.521, -1.460, -0.215)
O (-0.825, -2.020, 0.952)
C (-1.185, -0.417, -0.658)
C (-2.320, 0.199, 0.119)
F (-3.075, -0.696, 0.602)
F (-1.878, 0.933, 1.142)
F (-3.066, 0.986, -0.672)
H (0.922, -1.700, -1.801)
H (0.424, -3.282, -1.152)
H (1.441, -2.167, -0.262)
H (-1.631, -1.755, 1.339)
H (-0.823, -0.064, -1.639)
C (1.073, 1.853, -1.610)
C (1.160, 1.431, -0.350)
N (0.881, 1.068, 0.782)
C (1.647, 1.283, 1.925)
H (0.426, 2.810, -1.847)
H (1.140, 1.301, -2.505)
H (2.722, 0.905, 1.765)
H (1.710, 2.335, 2.283)
H (1.232, 0.612, 2.760)

Löwdin atomic charge list, values in e, 8 entries: atom 1 (C): -0.01, atom 2 (C): -0.43, atom 3 (O): 0.10, atom 4 (C): 0.02, atom 5 (C): -0.70, atom 6 (F): 0.20, atom 7 (F): 0.14, atom 8 (F): 0.14

***

Entry 6:
Here is the molecule C7H10FNO at a distorted geometry from OMol25. Energies are from ωB97M-V/def2-TZVPD.

Properties
- Orbital gap: 0.3387 hartree
- Relative energy (zero: lowest compared OMol25 entry of this formula, charge and spin): 0.878 eV
- SMILES: C[C@@H]1C=C[C@@](N)(F)C=C1O
- Calculated total energy: -502.5163 Eh
- E_HOMO: -8.49 eV

Positions of all 20 atoms, in Å:
C (1.680, 0.899, 0.582)
C (1.203, 0.042, -0.587)
C (0.295, 0.825, -1.414)
C (-1.008, 0.845, -1.173)
C (-1.608, -0.134, 0.016)
N (-1.629, 0.675, 1.099)
F (-2.923, -0.754, -0.298)
C (-0.781, -1.290, 0.216)
C (0.585, -1.267, -0.146)
O (1.513, -2.235, -0.025)
H (0.926, 1.310, 1.216)
H (2.314, 1.813, 0.316)
H (2.264, 0.219, 1.212)
H (2.162, -0.369, -1.110)
H (0.728, 1.443, -2.205)
H (-1.740, 1.440, -1.691)
H (-1.999, 1.498, 0.788)
H (-2.175, 0.296, 1.913)
H (-1.153, -2.239, 0.743)
H (1.348, -3.016, 0.546)

Löwdin atomic charge list, values in e, 8 entries: atom 1 (C): -0.06, atom 2 (C): -0.33, atom 3 (C): -0.09, atom 4 (C): 0.04, atom 5 (C): -0.53, atom 6 (N): 0.13, atom 7 (F): -0.07, atom 8 (C): 0.02

***

Entry 7:
Here is C7H10FNRu as an isolated structure at a distorted geometry from OMol25. Energies are from ωB97M-V/def2-TZVPD.

Properties
- Total charge: -1
- Orbital gap (spin up / spin down): 0.2152 / 0.2447 hartree
- Relative energy (zero: lowest compared OMol25 entry of this formula, charge and spin): 0.000 eV
- 2S+1: 6
- Calculated total energy: -522.0311 Eh
- ⟨S²⟩: 8.7813
- E_HOMO (spin up / spin down): -1.78 / -3.26 eV

Positions of all 20 atoms, in Å:
C (-0.479, 0.825, -1.364)
C (0.929, 0.874, -1.011)
C (1.082, 1.727, 0.125)
C (-0.204, 2.179, 0.525)
C (-1.171, 1.676, -0.406)
Ru (-0.689, -0.560, 0.394)
N (-2.452, -0.176, 0.883)
C (0.276, -2.338, 0.039)
C (1.457, -1.589, 0.001)
H (2.028, 1.991, 0.586)
H (1.733, 0.416, -1.574)
H (-0.423, 2.810, 1.387)
H (-2.212, 1.972, -0.468)
H (-0.899, 0.393, -2.262)
H (1.927, -1.531, -0.979)
H (0.027, -2.917, 0.928)
H (-3.004, -1.039, 1.082)
H (2.087, -1.616, 0.888)
H (-0.182, -2.754, -0.862)
F (0.168, -0.342, 2.090)

Löwdin atomic charge list, values in e, 8 entries: atom 1 (C): -0.29, atom 2 (C): -0.24, atom 3 (C): -0.18, atom 4 (C): -0.17, atom 5 (C): -0.26, atom 6 (Ru): 1.25, atom 7 (N): -0.34, atom 8 (C): -0.38

***

Entry 8:
Here is a 2-piece molecular cluster, C7H10N2 overall at a distorted geometry from OMol25. Energies are from ωB97M-V/def2-TZVPD.

Properties
- Orbital gap (spin up / spin down): 0.2531 / 0.3150 hartree
- Relative energy (zero: lowest compared OMol25 entry of this formula, charge and spin): 8.274 eV
- Calculated total energy: -381.9481 Eh
- E_HOMO (spin up / spin down): -6.48 / -8.29 eV

Positions of all 19 atoms, in Å:
C (-0.295, -0.102, -0.391)
C (-0.105, 1.294, -0.058)
C (-1.600, -0.322, -0.195)
C (0.935, 0.526, -0.523)
C (-2.516, -1.536, -0.254)
C (2.062, 0.664, -1.400)
C (2.293, -0.183, 1.691)
N (-1.159, 1.814, 0.453)
N (-2.103, 0.845, 0.402)
H (-2.757, -1.948, -1.261)
H (-2.005, -2.365, 0.406)
H (-3.450, -1.297, 0.306)
H (2.856, -0.122, -1.215)
H (2.466, 1.695, -1.153)
H (1.683, 0.436, -2.375)
H (2.672, 0.769, 1.515)
H (2.878, -1.015, 1.745)
H (1.205, -0.235, 1.990)
H (-3.059, 1.083, 0.320)

Löwdin atomic charge list, values in e, 8 entries: atom 1 (C): -0.04, atom 2 (C): -0.18, atom 3 (C): -0.26, atom 4 (C): -0.22, atom 5 (C): -0.05, atom 6 (C): -0.07, atom 7 (C): 0.09, atom 8 (N): 0.07

***

Entry 9:
Here is the molecule C7H10N2 at a distorted geometry from OMol25. Energies are from ωB97M-V/def2-TZVPD.

Properties
- Orbital gap: 0.2860 hartree
- Relative energy (zero: lowest compared OMol25 entry of this formula, charge and spin): 5.763 eV
- SMILES: CN=c1ccn(C)cc1
- Calculated total energy: -382.0404 Eh
- E_HOMO: -7.27 eV

Positions of all 19 atoms, in Å:
C (-2.107, 0.198, 2.463)
N (-0.698, -0.158, 2.296)
C (-0.349, -0.077, 1.009)
C (1.159, -0.355, 0.765)
C (1.604, -0.201, -0.483)
N (0.838, -0.024, -1.470)
C (1.385, 0.099, -2.904)
C (-0.484, 0.199, -1.266)
C (-1.048, 0.286, -0.029)
H (-2.499, 1.094, 2.302)
H (-2.981, -0.588, 1.949)
H (-2.157, -0.322, 3.518)
H (1.621, -0.803, 1.629)
H (2.585, -0.129, -0.523)
H (2.037, 1.147, -3.056)
H (1.935, -0.960, -2.877)
H (0.769, 0.170, -3.714)
H (-1.178, 0.437, -2.327)
H (-2.074, 0.337, -0.022)

Löwdin atomic charge list, values in e, 8 entries: atom 1 (C): -0.20, atom 2 (N): -0.02, atom 3 (C): -0.36, atom 4 (C): 0.06, atom 5 (C): -0.18, atom 6 (N): -0.16, atom 7 (C): 0.01, atom 8 (C): -0.04

***

Entry 10:
Here is the molecule C7H10N2 at a distorted geometry from OMol25. Energies are from ωB97M-V/def2-TZVPD.

Properties
- Orbital gap: 0.3687 hartree
- Relative energy (zero: lowest compared OMol25 entry of this formula, charge and spin): 0.646 eV
- SMILES: Cc1cnc(C)c(C)n1
- Calculated total energy: -382.2284 Eh
- E_HOMO: -9.06 eV

Positions of all 19 atoms, in Å:
C (1.835, -1.154, 2.254)
C (1.105, -0.438, 1.210)
C (1.281, 0.944, 0.958)
N (0.513, 1.605, 0.125)
C (-0.357, 0.936, -0.615)
C (-1.189, 1.761, -1.579)
C (-0.551, -0.436, -0.410)
C (-1.537, -1.213, -1.288)
N (0.168, -1.093, 0.502)
H (1.332, -0.966, 3.253)
H (1.672, -2.260, 1.985)
H (3.002, -0.868, 2.358)
H (2.084, 1.562, 1.460)
H (-0.831, 2.788, -1.462)
H (-2.294, 1.577, -1.430)
H (-0.923, 1.487, -2.620)
H (-2.594, -0.927, -1.133)
H (-1.215, -0.947, -2.310)
H (-1.505, -2.359, -1.256)

Löwdin atomic charge list, values in e, 8 entries: atom 1 (C): -0.08, atom 2 (C): -0.36, atom 3 (C): -0.10, atom 4 (N): 0.10, atom 5 (C): -0.30, atom 6 (C): -0.04, atom 7 (C): -0.27, atom 8 (C): -0.04

***

Entry 11:
Here is the molecule C7H10N2 at a distorted geometry from OMol25. Energies are from ωB97M-V/def2-TZVPD.

Properties
- Orbital gap (spin up / spin down): 0.3616 / 0.1887 hartree
- Relative energy (zero: lowest compared OMol25 entry of this formula, charge and spin): 3.421 eV
- Calculated total energy: -382.1264 Eh
- E_HOMO (spin up / spin down): -9.36 / -7.39 eV

Positions of all 19 atoms, in Å:
C (2.438, 0.340, 0.394)
C (3.233, 0.408, 2.368)
C (1.389, 0.352, 1.312)
C (-0.102, 0.458, 1.060)
C (-0.668, -0.038, -0.201)
C (-0.216, -1.329, -0.755)
C (-1.687, 0.734, -0.940)
N (3.585, 0.401, 1.073)
N (1.932, 0.384, 2.578)
H (2.419, 0.341, -0.678)
H (3.951, 0.451, 3.162)
H (-0.489, -0.181, 1.871)
H (-0.447, 1.474, 1.280)
H (0.366, -1.172, -1.666)
H (-1.070, -1.945, -1.041)
H (0.410, -1.863, -0.045)
H (-1.714, 1.776, -0.633)
H (-2.681, 0.308, -0.768)
H (-1.511, 0.678, -2.015)

Löwdin atomic charge list, values in e, 8 entries: atom 1 (C): -0.09, atom 2 (C): -0.22, atom 3 (C): -0.24, atom 4 (C): -0.12, atom 5 (C): -0.32, atom 6 (C): -0.07, atom 7 (C): -0.07, atom 8 (N): 0.06

***

Entry 12:
Here is a 2-piece molecular cluster, C7H10N2O overall at a distorted geometry from OMol25. Energies are from ωB97M-V/def2-TZVPD.

Properties
- Orbital gap (spin up / spin down): 0.2837 / 0.2877 hartree
- Relative energy (zero: lowest compared OMol25 entry of this formula, charge and spin): 5.318 eV
- Calculated total energy: -457.3134 Eh
- E_HOMO (spin up / spin down): -7.11 / -7.68 eV

Positions of all 20 atoms, in Å:
C (-0.719, -1.060, -1.823)
C (-2.317, -0.286, 1.530)
C (2.162, 1.698, 0.669)
C (-1.206, 0.276, 1.851)
C (0.948, 1.476, 0.087)
C (1.069, -1.100, -0.329)
C (0.299, 0.212, -0.242)
N (0.325, -1.826, -1.339)
N (-0.697, 0.231, -1.235)
O (-1.548, -1.405, -2.640)
H (-3.123, -0.363, 2.202)
H (-2.844, -0.246, 0.521)
H (2.408, 2.762, 0.963)
H (2.870, 0.851, 0.965)
H (-0.504, 0.768, 2.496)
H (0.269, 2.304, -0.226)
H (2.135, -1.105, -0.585)
H (0.941, -1.580, 0.590)
H (0.587, -2.667, -1.818)
H (-1.054, 1.060, -1.637)

Löwdin atomic charge list, values in e, 8 entries: atom 1 (C): -0.52, atom 2 (C): -0.12, atom 3 (C): -0.02, atom 4 (C): 0.04, atom 5 (C): -0.19, atom 6 (C): -0.12, atom 7 (C): -0.26, atom 8 (N): 0.09